<a>
{"formula": "CH3ClN2O2", "method": "wB97M-V/def2-TZVPD", "lumo_energy_ha": [-0.0991, -0.1200], "homo_ev": [-11.18, -11.30], "multiplicity": 1, "homo_lumo_gap_ev": [8.488, 8.034], "charge": 0, "species": ["C", "N", "N", "O", "O", "Cl", "H", "H", "H"], "positions_angstrom": [[-0.496, 0.725, 0.704], [0.059, 0.156, -0.516], [0.004, -1.161, -0.897], [-1.145, -1.576, -0.610], [0.944, -1.607, -1.410], [2.346, 0.884, -0.095], [0.037, 1.653, 0.766], [-1.544, 0.901, 0.630], [-0.205, 0.025, 1.428]]}

=====

<b>
{"formula": "CH3ClN2O2", "method": "wB97M-V/def2-TZVPD", "lumo_energy_ha": 0.0128, "homo_ev": -9.75, "multiplicity": 1, "homo_lumo_gap_ev": 10.102, "smiles": "NC(=O)N(O)Cl", "charge": 0, "species": ["N", "C", "O", "N", "O", "Cl", "H", "H", "H"], "positions_angstrom": [[-0.319, -1.002, -0.094], [0.984, -1.094, 0.067], [1.697, -2.105, 0.051], [1.667, 0.279, 0.487], [0.879, 1.244, -0.100], [3.356, 0.363, -0.120], [-0.846, -0.076, -0.100], [-0.909, -1.690, -0.527], [0.576, 1.995, 0.455]]}

=====

Need the numbers? Relative energies in kJ/mol: <a> 426.7; <b> 0.0.